Computed, not measured: C44H49AsN8PS2ScSi2 as an isolated structure, with ωB97M-V/def2-TZVPD.

Element x y z (Å)
Sc (-0.22, -0.87, -0.78)
C (-3.27, -2.20, -1.72)
N (-2.65, -1.86, -0.44)
C (-3.42, -0.91, 0.35)
C (-3.24, 0.46, -0.21)
N (-2.14, 0.86, -0.78)
C (-2.38, 2.17, -1.17)
C (-1.56, 3.09, -1.81)
C (-2.09, 4.35, -2.05)
C (-3.39, 4.68, -1.68)
C (-4.22, 3.78, -1.05)
C (-3.69, 2.52, -0.80)
N (-4.22, 1.40, -0.20)
C (-2.37, -1.90, -2.88)
N (-1.41, -1.01, -2.89)
C (-0.91, -1.01, -4.18)
C (0.08, -0.23, -4.76)
C (0.35, -0.45, -6.10)
C (-0.33, -1.41, -6.85)
C (-1.33, -2.18, -6.29)
C (-1.62, -1.96, -4.95)
N (-2.55, -2.49, -4.09)
H (-4.19, -1.61, -1.85)
H (-3.54, -3.26, -1.76)
H (-2.51, -2.72, 0.09)
H (-3.03, -0.92, 1.38)
H (-4.50, -1.16, 0.40)
H (-0.55, 2.84, -2.10)
H (-1.48, 5.09, -2.53)
H (-3.76, 5.67, -1.90)
H (-5.23, 4.03, -0.76)
H (-5.12, 1.34, 0.25)
H (0.62, 0.52, -4.19)
H (1.11, 0.15, -6.58)
H (-0.06, -1.56, -7.88)
H (-1.88, -2.91, -6.86)
H (-3.18, -3.25, -4.31)
S (1.56, -2.25, 0.62)
C (1.20, -3.95, 0.52)
C (1.81, -4.75, 1.49)
N (2.31, -5.37, 2.32)
C (0.36, -4.49, -0.43)
S (-0.36, -3.53, -1.68)
C (-0.02, -5.83, -0.39)
N (-0.43, -6.91, -0.38)
N (-1.05, 2.33, 1.43)
C (-1.27, 2.11, 2.77)
C (-1.70, 3.16, 3.59)
C (-1.94, 2.96, 4.93)
C (-1.79, 1.69, 5.48)
C (-1.40, 0.64, 4.68)
C (-1.15, 0.82, 3.32)
P (-0.46, -0.53, 2.25)
C (-1.19, -1.99, 3.08)
C (-0.43, -3.16, 3.19)
C (-1.00, -4.32, 3.68)
C (-2.32, -4.33, 4.09)
C (-3.07, -3.17, 4.01)
C (-2.52, -2.01, 3.50)
C (1.20, -0.42, 3.02)
C (2.20, 0.28, 2.34)
C (3.45, 0.42, 2.90)
C (3.72, -0.12, 4.14)
C (2.74, -0.81, 4.82)
C (1.48, -0.95, 4.28)
H (-1.00, 3.31, 1.18)
H (-0.29, 1.81, 1.00)
H (-1.80, 4.14, 3.16)
H (-2.22, 3.79, 5.55)
H (-1.95, 1.53, 6.53)
H (-1.27, -0.34, 5.12)
H (0.60, -3.15, 2.90)
H (-0.39, -5.21, 3.76)
H (-2.76, -5.24, 4.48)
H (-4.10, -3.16, 4.36)
H (-3.11, -1.10, 3.48)
H (2.00, 0.67, 1.34)
H (4.22, 0.95, 2.36)
H (4.71, -0.02, 4.56)
H (2.95, -1.24, 5.79)
H (0.72, -1.49, 4.82)
C (4.21, 2.95, -0.14)
Si (2.39, 2.99, -0.74)
C (2.36, 4.13, -2.31)
C (1.50, 4.08, 0.59)
As (1.41, 0.97, -1.55)
Si (3.37, -0.22, -2.05)
C (4.25, 0.79, -3.43)
C (2.78, -1.85, -2.85)
C (4.65, -0.68, -0.70)
H (4.59, 3.96, 0.03)
H (4.85, 2.47, -0.87)
H (4.31, 2.41, 0.80)
H (2.92, 5.05, -2.18)
H (1.33, 4.40, -2.55)
H (2.77, 3.59, -3.15)
H (2.10, 4.96, 0.80)
H (1.36, 3.56, 1.54)
H (0.54, 4.43, 0.23)
H (3.53, 1.00, -4.23)
H (5.10, 0.28, -3.86)
H (4.59, 1.75, -3.05)
H (1.84, -1.71, -3.39)
H (2.62, -2.60, -2.08)
H (3.50, -2.26, -3.55)
H (5.20, 0.18, -0.33)
H (5.38, -1.38, -1.09)
H (4.16, -1.15, 0.14)

E_tot = -186604.2647 eV
relative energy (zero: lowest compared OMol25 entry of this formula, charge and spin) = 1.020 eV
E_LUMO = -0.19 eV
gap between HOMO and LUMO = 0.252 hartree
total charge = 0
HOMO energy = -7.057 eV

Atom charges from the Löwdin analysis, given in e for atoms 1 to 99: number 1, Sc, carries 0.39; number 2, C, carries -0.14; number 3, N, carries -0.09; number 4, C, carries -0.14; number 5, C, carries -0.31; number 6, N, carries 0.11; number 7, C, carries -0.23; number 8, C, carries -0.03; number 9, C, carries -0.08; number 10, C, carries -0.09; number 11, C, carries -0.02; number 12, C, carries -0.19; number 13, N, carries 0.19; number 14, C, carries -0.40; number 15, N, carries 0.06; number 16, C, carries -0.22; number 17, C, carries -0.04; number 18, C, carries -0.08; number 19, C, carries -0.08; number 20, C, carries -0.01; number 21, C, carries -0.18; number 22, N, carries 0.18; number 23, H, carries 0.14; number 24, H, carries 0.13; number 25, H, carries 0.12; number 26, H, carries 0.08; number 27, H, carries 0.14; number 28, H, carries 0.04; number 29, H, carries 0.10; number 30, H, carries 0.10; number 31, H, carries 0.11; number 32, H, carries 0.17; number 33, H, carries 0.05; number 34, H, carries 0.10; number 35, H, carries 0.10; number 36, H, carries 0.11; number 37, H, carries 0.17; number 38, S, carries 0.65; number 39, C, carries -0.70; number 40, C, carries -0.31; number 41, N, carries 0.18; number 42, C, carries -0.72; number 43, S, carries 0.70; number 44, C, carries -0.30; number 45, N, carries 0.16; number 46, N, carries 0.11; number 47, C, carries -0.32; number 48, C, carries -0.04; number 49, C, carries -0.09; number 50, C, carries -0.09; number 51, C, carries -0.10; number 52, C, carries -0.29; number 53, P, carries 1.05; number 54, C, carries -0.37; number 55, C, carries -0.11; number 56, C, carries -0.05; number 57, C, carries -0.07; number 58, C, carries -0.08; number 59, C, carries -0.13; number 60, C, carries -0.41; number 61, C, carries -0.16; number 62, C, carries -0.07; number 63, C, carries -0.07; number 64, C, carries -0.06; number 65, C, carries -0.09; number 66, H, carries 0.08; number 67, H, carries 0.02; number 68, H, carries 0.11; number 69, H, carries 0.10; number 70, H, carries 0.10; number 71, H, carries 0.10; number 72, H, carries 0.05; number 73, H, carries 0.11; number 74, H, carries 0.10; number 75, H, carries 0.10; number 76, H, carries 0.10; number 77, H, carries 0.03; number 78, H, carries 0.09; number 79, H, carries 0.10; number 80, H, carries 0.11; number 81, H, carries 0.10; number 82, C, carries -0.20; number 83, Si, carries 0.31; number 84, C, carries -0.23; number 85, C, carries -0.21; number 86, As, carries 0.71; number 87, Si, carries 0.26; number 88, C, carries -0.22; number 89, C, carries -0.23; number 90, C, carries -0.20; number 91, H, carries 0.03; number 92, H, carries 0.00; number 93, H, carries 0.00; number 94, H, carries 0.02; number 95, H, carries 0.00; number 96, H, carries 0.01; number 97, H, carries 0.03; number 98, H, carries 0.01; number 99, H, carries 0.00